#1
The following is a DFT calculation (the ωB97M-V functional and the def2-TZVPD basis) of a 5-piece molecular cluster, C14H22O13S overall.

The calculation puts the LUMO energy at -0.219 eV. Its net charge is 0.

The geometry in XYZ format:
```
50
C14H22O13S, DFT the ωB97M-V functional and the def2-TZVPD basis
C -12.85821 -30.03790 -8.00753
C -13.50022 -28.99740 -8.95569
O -12.40704 -28.33510 -9.57541
C -11.29855 -29.07793 -9.38165
O -10.24635 -28.82573 -9.86721
O -11.51911 -30.07834 -8.53457
H -13.31133 -31.01648 -8.13849
H -12.85281 -29.78681 -6.95064
H -14.13119 -28.28966 -8.42336
H -14.05822 -29.51382 -9.73767
C -13.76449 -27.26966 -12.75768
C -12.37193 -26.69199 -12.47767
O -12.16086 -25.84772 -13.59720
C -13.31141 -25.58199 -14.19307
O -13.48671 -24.78529 -15.05334
O -14.31017 -26.38707 -13.71960
H -14.35599 -27.33006 -11.84759
H -13.63287 -28.27527 -13.16548
H -11.61630 -27.47539 -12.43474
H -12.32027 -26.20670 -11.50135
C -12.17075 -23.21061 -7.97183
C -11.55478 -24.27147 -8.88053
O -10.31640 -24.53948 -8.22982
C -10.34714 -24.09939 -6.97186
O -9.48562 -24.20147 -6.16861
O -11.52623 -23.48783 -6.70951
H -13.24430 -23.26847 -7.83987
H -11.82875 -22.20197 -8.21769
H -11.38874 -23.91451 -9.89213
H -12.19732 -25.14992 -8.90793
C -16.34311 -21.31834 -16.79165
C -15.19271 -22.33237 -16.66059
O -15.30136 -23.09102 -17.87300
C -16.17768 -22.51156 -18.71123
O -16.36245 -22.87949 -19.82909
O -16.82860 -21.51330 -18.11763
H -16.04124 -20.28198 -16.67501
H -17.16254 -21.60291 -16.12925
H -15.28652 -22.99123 -15.80459
H -14.23945 -21.80742 -16.61318
C -16.65532 -25.78627 -10.32671
S -15.47249 -25.09849 -9.19609
O -14.29866 -24.70673 -10.06407
C -16.35606 -23.55790 -8.87147
H -16.87921 -25.12659 -11.16425
H -17.59636 -26.05419 -9.83506
H -16.30568 -26.74336 -10.71585
H -15.66537 -22.80472 -8.49565
H -17.23315 -23.64604 -8.23669
H -16.63039 -23.19156 -9.86495
```

Atomic partial charges in e from the Mulliken method, atoms 1 to 8:
1. C -0.32
2. C -0.24
3. O -0.12
4. C 0.56
5. O -0.51
6. O -0.36
7. H 0.28
8. H 0.27

#2
The following is a DFT calculation (the ωB97M-V functional and the def2-TZVPD basis) of a 5-piece molecular cluster, C14H22O13S overall.

The calculation puts the LUMO energy at 0.180 eV. Its net charge is 0.

The geometry in XYZ format:
```
50
C14H22O13S, DFT the ωB97M-V functional and the def2-TZVPD basis
C 4.09773 -4.82659 0.46637
C 2.61281 -4.91064 0.46556
O 2.10993 -4.11402 1.53279
C 3.13132 -3.46046 1.97302
O 2.98092 -2.74108 2.93814
O 4.22689 -3.62657 1.17787
H 4.38069 -4.87176 -0.58529
H 4.62853 -5.63961 0.96171
H 2.29270 -5.90884 0.76426
H 2.13009 -4.57462 -0.45214
C -0.73270 5.29593 2.89137
C -1.52457 4.96616 4.13404
O -1.38231 3.64982 4.35190
C -0.65613 3.03432 3.36806
O -0.39296 1.82718 3.25803
O -0.27091 3.97441 2.52430
H 0.09706 5.96260 3.12623
H -1.43037 5.68680 2.15070
H -2.55251 5.32631 4.09247
H -0.99404 5.34458 5.00779
C -3.63228 2.78341 0.41231
C -2.82069 3.45269 -0.70799
O -2.79593 4.83475 -0.37658
C -3.76705 5.13102 0.44867
O -4.13778 6.13225 0.76497
O -4.29789 3.93836 0.88531
H -3.01048 2.29288 1.16120
H -4.47935 2.19790 0.05488
H -3.32570 3.30574 -1.66270
H -1.78064 3.13288 -0.64387
C 0.98741 -2.41703 -4.54521
C 0.93948 -3.69207 -3.68802
O 1.46567 -4.60180 -4.60330
C 1.58760 -4.07717 -5.84819
O 2.09961 -4.65602 -6.80507
O 1.11646 -2.93463 -5.83657
H 1.90805 -1.83753 -4.47666
H 0.17113 -1.69611 -4.49968
H -0.08357 -3.83214 -3.33895
H 1.34623 -3.68637 -2.67677
C -0.62590 0.37640 -0.73255
S -0.33670 -1.40493 -0.24152
O 0.76415 -1.95916 -1.19900
C 0.39963 -0.91974 1.44647
H 0.30493 0.92963 -0.60761
H -1.49736 0.69460 -0.16035
H -0.89705 0.49337 -1.78178
H 1.33450 -0.40499 1.22477
H 0.60197 -1.80103 2.05515
H -0.29087 -0.16930 1.83135
```

Atomic partial charges in e from the Mulliken method, atoms 1 to 8:
1. C -0.24
2. C 0.04
3. O -0.29
4. C 0.76
5. O -0.60
6. O -0.34
7. H 0.31
8. H 0.26

Consider the structures shown above. The most stable of them is #1.